# 1
6 unconnected molecules or ions with the total composition C5H20FN10O5, computed with ωB97M-V/def2-TZVPD.

Geometry as XYZ:
```
41
Properties=species:S:1:pos:R:3:forces:R:3:nbo_charge:R:1
F 2.5885 3.9659 -10.0928 0.1 0.1 -0.1 -0.9880
C 2.8322 3.7808 -15.8604 -2.2 -4.7 -1.7 0.7517
O 2.3538 2.6299 -15.8782 1.0 1.3 0.3 -0.6709
N 3.1843 4.4925 -14.8369 0.5 1.9 3.2 -0.7961
N 3.0366 4.4892 -16.9773 0.1 0.8 -2.3 -0.8293
H 2.8441 4.2232 -13.9248 0.1 0.2 0.0 0.4223
H 3.0983 5.4525 -15.1387 0.4 0.2 1.6 0.3616
H 2.9201 5.4769 -16.8014 0.1 -0.1 -1.1 0.3591
H 2.6463 4.0873 -17.8177 0.0 0.3 0.1 0.4014
C -1.8177 3.0833 -10.6643 -0.9 -0.3 -1.4 0.7450
O -2.9517 2.7365 -10.7424 -3.3 -1.2 0.4 -0.6786
N -0.9837 3.0932 -11.6660 3.1 -0.3 -3.9 -0.8286
N -1.2027 3.6109 -9.6601 1.5 1.9 5.0 -0.8272
H -0.0395 3.2902 -11.3665 0.3 -0.3 -1.1 0.3877
H -1.1073 2.5835 -12.5292 -0.3 0.2 0.4 0.3979
H -1.5682 3.5093 -8.7240 0.1 0.1 -0.3 0.3938
H -0.2226 3.8130 -9.7968 0.0 0.1 0.9 0.4066
C 3.9344 -0.3235 -9.2666 -1.6 -3.4 1.8 0.7483
O 3.9522 -1.4056 -8.6717 0.8 -1.0 -0.5 -0.7231
N 4.2225 0.7527 -8.6016 0.9 2.7 0.3 -0.8280
N 3.4068 -0.1920 -10.4699 -0.9 0.5 -3.1 -0.8350
H 3.8952 1.5997 -9.0437 0.4 0.7 0.9 0.4188
H 4.5554 0.5757 -7.6646 -0.3 0.7 -0.2 0.4133
H 3.1057 0.6928 -10.8527 0.3 0.1 0.2 0.4020
H 3.1081 -0.9917 -11.0097 0.2 0.0 0.6 0.4015
C 0.8854 8.4883 -11.2132 0.9 0.1 0.1 0.7394
O 0.7091 9.5179 -11.7646 -0.6 3.9 -2.7 -0.6927
N 0.2410 8.1511 -10.1670 -3.9 -1.5 5.5 -0.8154
N 1.8204 7.6367 -11.5080 2.5 -1.6 -1.9 -0.8405
H 0.4245 7.2890 -9.6738 -0.1 0.2 -0.1 0.3871
H -0.3694 8.8119 -9.7078 0.1 -0.2 -0.4 0.3965
H 2.3377 7.9851 -12.3024 0.5 -1.0 0.2 0.4005
H 1.9373 6.7962 -10.9603 0.7 -0.1 -0.7 0.4237
C 6.9090 4.7457 -9.7372 -0.7 0.7 -1.7 0.7559
O 8.0978 4.7176 -9.7545 3.1 0.1 -0.1 -0.6760
N 6.0898 4.9612 -10.7640 -0.9 0.2 -3.1 -0.8582
N 6.1648 4.6772 -8.6794 -1.3 -0.8 4.8 -0.8374
H 5.1189 4.7243 -10.6175 -0.2 0.3 -0.6 0.4144
H 6.4139 5.3044 -11.6569 -0.1 -0.5 0.3 0.3924
H 5.1741 4.4983 -8.7609 0.1 0.2 0.5 0.4130
H 6.6648 4.6379 -7.8028 -0.5 -0.4 -0.1 0.3911
```
Positions in Å, forces in eV/Å.

Calculated values
- Total charge: -1
- DFT total energy: -33369.9473 eV
- E_LUMO: 2.193 eV

# 2
A molecular structure, C23H48NOOsP3S, computed with ωB97M-V/def2-TZVPD.

Geometry as XYZ:
```
78
Properties=species:S:1:pos:R:3:forces:R:3:mulliken_spin:R:1
Os 0.1507 0.0298 -0.4336 1.1 -3.9 1.9 1.8433
P 1.8176 1.3330 0.3132 3.0 2.4 0.6 0.3134
P -1.4109 0.4935 1.1695 -3.4 0.9 1.5 0.1769
P -0.9219 1.5665 -1.6461 -2.0 2.8 -2.6 0.0344
H 0.3345 -1.5574 -5.5168 -0.4 -0.2 0.5 0.0017
C 0.6483 -0.7240 -4.9023 1.5 0.1 -0.3 -0.0039
C 1.6900 -0.8303 -4.0495 0.0 -0.6 -1.1 0.0320
H 2.0144 -1.8302 -3.7414 0.3 0.4 -0.3 -0.0014
C 3.2948 0.4084 0.8399 0.1 -0.5 0.0 0.0109
C 1.5063 2.4815 1.7191 -0.2 -0.4 -0.1 -0.0045
C 2.5467 2.4996 -0.9004 -0.1 -0.1 -0.3 0.0388
C -2.7508 -0.7321 0.9645 -0.1 0.0 0.3 0.0264
C -1.1136 0.4752 2.9945 0.6 -0.3 0.1 0.0086
C -2.3110 2.1237 1.1019 0.3 -0.2 -0.2 0.0185
C -0.1267 1.3706 -3.2310 0.1 -1.0 0.3 0.0880
C -0.7992 3.3995 -1.5606 -0.2 0.1 0.8 0.0220
C -2.6238 1.0069 -2.1896 0.0 0.1 0.4 0.0375
H 0.2298 0.2420 -5.1867 0.5 -0.4 -0.4 -0.0016
H 2.3891 0.0057 -3.8777 -0.8 -0.3 0.6 -0.0052
H 3.4354 -0.4501 0.1693 0.1 0.3 0.1 0.0085
H 3.1780 0.0321 1.8671 0.1 0.3 -0.2 -0.0016
H 4.1858 1.0516 0.7899 -0.3 -0.2 0.1 0.0007
H 1.2051 1.9368 2.6194 0.2 0.3 -0.2 0.0003
H 0.7290 3.2114 1.4601 0.2 -0.1 0.1 -0.0014
H 2.4363 3.0239 1.9380 -0.2 -0.1 -0.1 -0.0014
H 2.7338 1.9850 -1.8530 0.0 0.2 0.2 0.0009
H 3.5033 2.8618 -0.4954 -0.3 -0.1 -0.1 0.0072
H 1.8831 3.3595 -1.0635 0.2 -0.3 0.0 0.0008
H -3.3042 -0.8060 1.9101 -0.1 0.0 -0.3 0.0029
H -2.3228 -1.7110 0.7183 -0.2 0.2 0.1 0.0022
H -3.4382 -0.4317 0.1655 0.2 -0.1 0.2 -0.0058
H -1.8147 1.1724 3.4830 0.2 -0.3 -0.4 -0.0004
H -0.0978 0.8069 3.2449 -0.4 -0.2 0.1 0.0049
H -1.2911 -0.5296 3.4079 0.1 0.3 -0.2 -0.0033
H -3.0198 2.1381 1.9439 0.2 0.0 -0.3 0.0009
H -2.8687 2.2460 0.1619 0.2 0.1 0.5 -0.0009
H -1.6018 2.9580 1.2247 -0.3 -0.3 0.0 0.0006
H -0.7540 1.8100 -4.0025 -0.1 0.2 0.0 -0.0032
H -0.1484 0.2818 -3.3156 0.0 0.5 -0.4 -0.0306
H 0.9064 1.7070 -3.3221 -0.2 0.1 0.2 0.0267
H -1.7188 3.8366 -1.9803 0.2 -0.1 0.2 0.0006
H 0.0528 3.7061 -2.1850 -0.4 -0.2 0.2 0.0012
H -0.6504 3.7632 -0.5383 -0.2 0.1 -0.3 -0.0004
H -2.9295 1.6036 -3.0627 0.2 -0.1 0.3 0.0035
H -3.3970 1.1019 -1.4183 0.2 0.0 -0.2 0.0008
H -2.5891 -0.0497 -2.5021 0.2 0.4 0.1 -0.0045
C 0.6169 -4.3289 -1.7085 0.7 -0.3 0.6 0.1804
C -0.5971 -3.6355 -1.5453 -1.3 0.6 -0.2 0.0939
C -1.2772 -3.1505 -2.6693 0.0 -0.2 1.4 0.0374
C -0.7641 -3.3711 -3.9513 0.5 0.5 -0.1 0.1847
C 0.4687 -4.0268 -4.0924 0.8 -0.7 0.1 -0.0031
C 1.1168 -4.5959 -2.9903 0.1 0.6 -1.5 0.0510
S 1.5637 -4.7880 -0.3168 -1.3 0.3 0.0 0.4223
H 2.7297 -4.3212 -0.7452 0.6 -0.4 -0.6 0.0032
H -0.9511 -3.4574 -0.5252 0.0 0.0 -0.5 0.0024
H -2.2007 -2.5730 -2.5700 0.2 -0.4 0.2 0.0082
H -1.2626 -2.9219 -4.8219 0.1 -0.5 0.4 0.0007
H 0.9362 -4.0530 -5.0783 -0.2 -0.4 0.2 0.0015
H 2.0174 -5.2114 -3.0723 -0.2 0.4 -0.3 -0.0047
O 0.6543 -1.5490 0.8195 0.1 1.4 -0.7 0.3483
C 0.8586 -1.9504 2.1368 -1.7 0.0 0.3 -0.0113
C 2.2780 -2.2162 2.4497 -0.4 -0.2 0.4 0.0271
C 2.7527 -2.3368 3.7991 1.5 -0.8 -0.3 0.0025
C 1.9526 -3.3369 4.6977 -0.6 -0.2 0.4 -0.0001
C 0.4695 -2.9697 4.8027 0.0 -0.1 0.2 0.0025
C -0.3817 -3.5234 3.6688 -0.7 -0.7 1.3 0.0002
N 0.0824 -3.1938 2.3583 1.5 0.6 -1.2 0.0125
H 2.9497 -2.2494 1.6003 0.2 -0.3 -0.1 -0.0063
H 0.5578 -1.2030 2.8945 0.0 0.2 -0.5 0.0043
H 3.8173 -2.6248 3.7622 -0.3 0.3 0.2 -0.0003
H 2.6920 -1.3489 4.3055 -0.2 -0.1 -0.2 0.0001
H 2.0649 -4.3544 4.3026 0.1 0.2 0.0 0.0004
H 2.3942 -3.3266 5.7078 0.1 0.2 -0.6 -0.0004
H 0.0734 -3.3858 5.7349 0.0 0.1 -0.2 0.0001
H 0.3663 -1.8829 4.8924 -0.1 0.0 0.1 -0.0004
H -0.3878 -4.6222 3.7548 0.0 0.3 0.0 0.0008
H -1.4258 -3.1991 3.7979 0.2 0.0 0.1 0.0008
H -0.6563 -3.2426 1.6648 0.4 0.0 -0.1 -0.0038
```
Positions in Å, forces in eV/Å.

Calculated values
- Total charge: +4
- Expectation value of S²: 6.036
- DFT total energy: -69288.9226 eV
- E_LUMO (alpha / beta): -13.624 / -14.810 eV
- Spin multiplicity: 5

Number 1: maximum force 6.9 eV Å⁻¹. Number 2: maximum force 4.4 eV Å⁻¹.